Formula: C19H48Hg2N2O13
Source: the Open Molecules 2025 dataset
Level of theory: ωB97M-V/def2-TZVPD

Geometry as XYZ:
```
84
Properties=species:S:1:pos:R:3:forces:R:3
Hg 2.129476 -1.420928 0.702292 -0.161 0.917 -0.112
Hg -0.998883 1.917846 1.896051 0.284 -1.587 -0.671
C -0.192012 -0.088800 -0.043300 2.792 0.497 -0.842
O 0.551985 -0.500027 -0.937865 0.557 -1.808 -2.410
O -1.127739 0.675273 -0.213095 -4.685 2.535 -0.673
O 0.188374 -0.216987 1.131662 2.066 -1.495 5.275
C -4.088644 2.335806 -1.308595 -0.282 1.690 -0.789
C -4.703627 3.672594 -0.843197 -0.309 0.188 0.308
O -4.161732 4.741075 -1.573942 0.446 -0.061 -0.161
O -2.630749 2.439122 -1.469960 -1.915 -0.305 0.607
H -4.535957 2.174582 -2.289427 0.257 -0.046 -0.325
H -4.513001 1.529240 -0.710702 0.700 -0.170 0.481
H -4.658255 3.879785 0.225969 0.888 -0.325 0.509
H -5.786813 3.716825 -0.956519 -0.300 -0.868 -0.526
H -4.690726 5.515118 -1.367483 0.048 0.216 -0.165
H -2.243184 1.656033 -1.072277 0.206 0.101 -0.107
C 2.359425 -0.511835 -4.062831 -1.002 -0.128 0.112
C 1.259683 0.566423 -4.356842 1.027 -0.295 0.155
O 0.921105 1.263238 -3.148065 0.352 0.338 -1.090
O 1.883211 -1.551879 -3.162822 0.474 -0.064 -1.180
H 3.292901 -0.097380 -3.682112 -0.327 0.802 0.587
H 2.790779 -0.957383 -4.959226 -0.892 -0.525 -0.268
H 0.366905 0.300266 -4.922707 -0.456 -1.402 0.573
H 1.589466 1.203399 -5.177576 0.928 0.934 0.787
H 0.472903 0.656909 -2.553848 -0.018 -0.282 0.143
H 1.559667 -1.192715 -2.333413 -0.008 0.521 -0.075
C -2.670081 -0.312070 -4.038205 0.262 0.656 -1.651
C -2.817844 -1.241680 -2.702603 0.492 -3.162 0.204
O -3.306148 -0.609071 -1.679343 -0.925 1.314 1.532
O -2.592866 -1.270490 -5.008476 -1.170 1.136 0.216
H -1.832948 0.385971 -4.045257 1.091 -0.607 0.955
H -3.476267 0.420272 -4.081102 -0.948 -0.988 -0.392
H -1.882968 -1.739339 -2.444847 0.676 0.438 -0.528
H -3.496641 -2.062477 -2.934140 -0.463 0.431 -0.989
H -2.576288 -0.498142 -1.065669 0.439 1.155 0.817
H -1.791585 -1.790486 -4.912830 0.771 -0.109 -0.264
C -3.515280 -0.364314 2.155181 -1.149 -0.389 1.637
O -2.984511 0.917019 2.633645 0.517 -0.494 -0.874
C -3.179946 1.335095 3.997736 -0.514 1.308 0.541
C -1.955092 1.021348 4.949543 -2.013 -2.475 -2.021
N -0.752907 1.287458 4.194934 0.888 2.038 0.122
C -0.187278 2.609203 4.529641 2.260 0.894 1.137
C 1.225385 2.855548 3.947992 -0.070 -0.089 -1.414
O 1.214864 2.543021 2.532275 -3.343 -0.412 0.143
C 2.303363 2.743034 1.693905 1.376 -0.035 0.310
H -4.570967 -0.277995 1.897984 0.111 0.635 -0.519
H -3.600106 -1.065498 2.985384 0.552 -0.007 0.304
H -2.978314 -0.896891 1.370241 0.507 0.907 0.015
H -4.171877 0.997686 4.298298 0.360 -0.503 0.566
H -3.320116 2.414475 3.939566 0.132 0.208 -0.251
H -2.075038 -0.061801 4.927553 0.540 -0.320 0.636
H -1.953299 1.324419 5.996564 -0.307 0.558 -0.282
H -0.034019 0.609427 4.403725 0.061 -0.298 -0.153
H 0.036845 2.754146 5.586456 -0.198 -0.613 0.555
H -0.820164 3.487804 4.404768 -0.527 -0.323 -0.941
H 2.018393 2.218134 4.339057 -0.191 0.006 0.643
H 1.497265 3.908115 4.027247 0.015 0.002 0.426
H 2.845835 3.616576 2.055497 0.114 0.223 -0.569
H 1.976254 2.795219 0.655459 -0.028 0.358 0.215
H 2.957154 1.877435 1.800631 0.303 -0.079 -0.112
C 3.657321 0.871168 -0.918363 1.116 1.204 -2.353
O 3.578823 -0.522064 -0.706538 1.392 -0.525 -0.403
C 4.793580 -1.270509 -1.208367 -1.273 -1.338 1.119
C 4.426750 -2.773630 -1.122979 -0.735 0.819 -0.087
N 3.838198 -3.055946 0.220509 1.008 1.580 -0.625
C 3.305369 -4.363497 0.133841 -1.432 -2.509 0.210
C 2.037410 -4.491583 0.933959 0.923 0.604 1.314
O 1.173528 -3.368146 0.644316 -0.260 -1.813 -0.978
C -0.107619 -3.720515 1.027000 -2.825 0.011 1.439
H 2.766209 1.460947 -1.133267 -0.955 -0.907 0.931
H 4.022725 0.922601 -1.944008 0.758 0.527 0.037
H 4.328022 1.429576 -0.265343 0.060 -0.413 0.250
H 5.612251 -1.206457 -0.491595 0.064 0.969 -0.042
H 5.085222 -0.952398 -2.209296 -0.261 0.151 0.173
H 5.286145 -3.439767 -1.199214 0.290 0.351 -0.493
H 3.655677 -3.126158 -1.808007 0.299 0.675 -0.494
H 4.663038 -3.101971 0.801554 -0.161 0.262 0.767
H 4.039645 -5.069370 0.522031 -0.194 -0.394 -0.168
H 3.026716 -4.655073 -0.878799 0.451 0.193 -0.171
H 2.334295 -4.329695 1.970179 -0.271 -0.427 0.428
H 1.507286 -5.440132 0.848366 0.127 0.147 -0.332
H -0.811510 -2.895693 1.138040 0.609 0.764 -0.263
H -0.106200 -4.141411 2.032454 0.178 -0.287 0.074
H -0.680247 -4.397033 0.392547 0.801 -0.386 -0.492
```
Forces are in eV/Å.

Properties
**Net charge**: +3
**HOMO (spin up / spin down)**: -0.577 / -0.577 Eh
**2S+1**: 2

---

Formula: C5H16AsNO4P
Source: the Open Molecules 2025 dataset
Level of theory: ωB97M-V/def2-TZVPD

Geometry as XYZ:
```
28
Properties=species:S:1:pos:R:3:forces:R:3
C 2.285078 2.580238 0.083189 0.715 -0.959 -1.387
C 3.158647 1.275226 0.658752 0.777 0.933 4.676
O 3.673645 1.347403 1.890347 -2.849 -1.137 -7.666
O 3.237514 0.117811 -0.253756 -0.803 2.174 2.933
C 2.570834 -1.071480 0.297950 -0.804 -2.088 0.201
C 0.960853 -0.910671 0.560136 -0.463 -0.775 0.426
C 0.018942 -1.542780 -0.636322 1.506 -2.326 1.681
As -1.222841 -0.216428 -1.513463 1.742 0.584 -3.211
P -2.674016 -0.159329 0.276871 -2.387 -0.227 3.001
N -2.639718 -1.480480 1.210235 -2.022 0.807 -0.708
O -2.354285 1.273221 1.264574 -1.414 -1.691 0.365
O -4.283040 0.034734 -0.414320 0.985 -0.026 2.195
H 2.505044 3.569111 0.669100 -0.359 -2.249 -0.913
H 1.120832 2.332709 0.006992 2.621 0.311 0.390
H 2.646232 2.703095 -1.044094 -0.814 -0.158 2.354
H 2.692352 -1.928052 -0.524667 -0.103 2.132 1.642
H 3.093289 -1.507112 1.268367 -0.841 1.390 -1.888
H 0.590739 0.188769 0.731787 1.058 -1.827 -0.294
H 0.732769 -1.488129 1.580116 0.451 1.269 -2.238
H -0.594097 -2.450682 -0.175245 1.130 2.033 -0.918
H 0.686683 -2.027802 -1.495135 -1.318 1.264 1.643
H -2.021344 -1.393421 -2.146592 -0.472 -0.444 0.312
H -2.189125 0.798474 -2.243667 -0.180 0.083 0.066
H -0.447100 1.025514 -0.992942 0.295 0.313 0.749
H -0.251170 -0.213264 -2.759755 0.021 0.011 -0.379
H -3.606752 -1.922671 1.169910 1.597 0.530 0.186
H -2.766672 1.150976 2.184676 0.883 -0.079 -1.987
H -4.923300 -0.084993 0.346962 1.049 0.152 -1.230
```
Forces are in eV/Å.

Properties
**Net charge**: -1
**HOMO**: -0.145 Eh
**2S+1**: 1

---

Formula: C7H13N3O2
Source: the Open Molecules 2025 dataset
Level of theory: ωB97M-V/def2-TZVPD

Geometry as XYZ:
```
25
Properties=species:S:1:pos:R:3:forces:R:3
C 0.989244 1.151838 -2.799564 -0.181 0.236 0.093
C 1.249533 1.090951 -1.317022 -0.344 -0.007 -0.431
O 0.896805 1.968495 -0.551503 0.157 0.070 -0.060
C 1.958050 -0.090678 -0.849480 0.147 0.292 1.030
C 1.822706 -1.285525 -1.368957 -0.028 -0.461 -0.482
N 1.824278 -2.347570 -1.928441 0.399 -0.084 -0.238
H 0.233302 1.900547 -3.021694 -0.037 -0.016 0.001
H 1.915222 1.428535 -3.299994 0.101 -0.004 -0.063
H 0.689711 0.176127 -3.176363 -0.037 -0.046 -0.086
H 2.434893 -0.021362 0.118129 0.034 -0.055 0.103
H 1.160221 -3.093011 -1.792035 -0.307 0.051 0.229
C -1.916448 -0.393437 -0.236384 0.175 -0.247 0.040
C -1.206359 -0.909555 1.005289 -0.058 0.343 -0.606
O -0.932747 -2.087173 1.159655 -0.011 -0.340 -0.053
N -0.894666 0.035109 1.920018 0.157 0.272 0.354
C -0.204628 -0.311836 3.142316 0.053 -0.175 -0.002
N -1.113061 1.412497 1.757419 -0.158 0.242 -0.277
H -2.019896 -1.213736 -0.942770 0.002 -0.023 0.078
H -2.908864 -0.025997 0.019873 -0.061 0.089 -0.038
H -1.348267 0.414737 -0.695157 -0.095 0.068 -0.005
H 0.719245 0.264120 3.215581 -0.013 -0.032 0.037
H -0.831041 -0.089607 4.005906 0.013 0.030 0.033
H 0.015075 -1.376879 3.106938 0.029 0.091 0.082
H -2.066298 1.598542 1.458444 0.179 -0.098 0.141
H -0.466010 1.804870 1.069798 -0.117 -0.194 0.119
```
Forces are in eV/Å.

Properties
**HOMO**: -0.332 Eh
**2S+1**: 1
**Energy above the lowest of the compared OMol25 structures with the same formula, charge and spin**: 45.19 kcal/mol

---

Formula: C7H12
Source: the Open Molecules 2025 dataset
Level of theory: ωB97M-V/def2-TZVPD

Geometry as XYZ:
```
19
Properties=species:S:1:pos:R:3:forces:R:3
C 1.975231 0.209469 0.112943 0.033 -0.092 -0.057
C 0.999249 1.220976 -0.393432 1.074 0.193 -0.426
C -0.385757 0.983759 -0.544705 -0.580 -0.441 -0.073
C -0.930072 -0.516498 -1.309459 0.232 1.055 -0.092
C -0.988689 -1.586957 -0.378425 -0.125 -0.709 -0.002
C -0.613199 -0.264961 1.601510 0.138 0.672 0.251
C -0.792734 0.874062 0.873822 -0.574 -0.477 0.390
H 2.951572 0.361975 -0.359199 -0.123 0.003 0.103
H 2.128738 0.239653 1.201135 -0.055 0.021 -0.139
H 1.635242 -0.806960 -0.130557 0.098 0.150 0.015
H 1.426575 2.126246 -0.824805 -0.080 -0.130 0.067
H -0.881578 1.807426 -1.065721 0.034 -0.156 0.094
H -1.909265 -0.186187 -1.664149 0.141 -0.097 -0.020
H -0.234399 -0.643367 -2.139564 -0.084 -0.050 0.110
H -1.925878 -1.914646 0.053544 0.108 0.101 -0.041
H -0.179439 -2.314095 -0.343660 -0.144 0.134 0.072
H 0.226619 -0.933412 1.476989 -0.199 -0.021 -0.134
H -1.118268 -0.353027 2.562532 0.118 0.033 -0.111
H -1.383947 1.696547 1.271203 -0.012 -0.189 -0.009
```
Forces are in eV/Å.

Properties
**HOMO (spin up / spin down)**: -0.268 / -0.263 Eh
**2S+1**: 1
**Energy above the lowest of the compared OMol25 structures with the same formula, charge and spin**: 112.11 kcal/mol